(1)
Molecular formula: C41H76N11O14
Method: DFT, the ωB97M-V functional and the def2-TZVPD basis

Summary:
* multiplicity: 1
* total charge: -1
* electronic energy: -3263.5505 Ha

Last columns: bonded neighbours and bond lengths (Å).
Geometry (Å):
1 N -4.437 4.117 3.074  C2 1.171
2 C -3.951 3.297 2.394  N1 1.171, O3 1.294
3 O -3.311 2.322 1.833  C2 1.294, N4 1.428
4 N -1.953 2.753 1.730  O3 1.428, C5 1.449, C9 1.469
5 C -1.130 2.133 2.748  N4 1.449, C6 1.562, H22 1.086, H23 1.094
6 C 0.245 2.874 2.722  C5 1.562, C7 1.550, O8 1.398, H24 1.092
7 C 1.459 1.938 2.497  C6 1.550, O8 1.522, H25 1.088, H26 1.085
8 O 1.080 2.607 3.811  C6 1.398, C7 1.522
9 C -1.434 2.719 0.355  N4 1.469, C10 1.528, C19 1.577, H27 1.094
10 C -0.854 1.377 -0.089  C9 1.528, C11 1.527, H28 1.094, H29 1.100
11 C -0.134 1.448 -1.434  C10 1.527, O12 1.209, C13 1.532
12 O -0.245 2.350 -2.231  C11 1.209
13 C 0.823 0.287 -1.724  C11 1.532, C14 1.381, C18 1.379
14 C 2.040 0.587 -2.305  C13 1.381, C15 1.378, H30 1.085
15 C 2.923 -0.447 -2.530  C14 1.378, C16 1.382, H31 1.099
16 C 2.593 -1.743 -2.181  C15 1.382, C17 1.374, H32 1.087
17 C 1.360 -2.003 -1.633  C16 1.374, C18 1.381, H33 1.085
18 C 0.448 -0.996 -1.388  C13 1.379, C17 1.381, H34 1.085
19 C -2.653 3.048 -0.590  C9 1.577, O20 1.249, O21 1.247
20 O -2.936 4.238 -0.837  C19 1.249
21 O -3.290 2.082 -1.057  C19 1.247
22 H -1.511 2.389 3.732  C5 1.086
23 H -0.913 1.070 2.608  C5 1.094
24 H 0.289 3.859 2.254  C6 1.092
25 H 2.382 2.483 2.310  C7 1.088
26 H 1.427 0.927 2.892  C7 1.085
27 H -0.677 3.498 0.229  C9 1.094
28 H -1.607 0.593 -0.214  C10 1.094
29 H -0.099 0.960 0.594  C10 1.100
30 H 2.296 1.605 -2.576  C14 1.085
31 H 3.897 -0.183 -2.967  C15 1.099
32 H 3.317 -2.537 -2.341  C16 1.087
33 H 1.090 -3.017 -1.356  C17 1.085
34 H -0.513 -1.206 -0.931  C18 1.085
35 C 6.653 -0.774 -2.103  C36 1.507, H40 1.084, H41 1.086, H42 1.089
36 C 6.811 -0.593 -3.591  C35 1.507, O37 1.226, N38 1.361
37 O 5.885 -0.232 -4.308  C36 1.226
38 N 8.034 -0.843 -4.133  C36 1.361, C39 1.451, H43 1.007
39 C 9.244 -1.272 -3.457  N38 1.451, H44 1.090, H45 1.094, H46 1.084
40 H 5.629 -0.539 -1.836  C35 1.084
41 H 6.855 -1.802 -1.818  C35 1.086
42 H 7.317 -0.101 -1.563  C35 1.089
43 H 8.067 -0.701 -5.130  N38 1.007
44 H 10.020 -0.525 -3.628  C39 1.090
45 H 9.568 -2.224 -3.886  C39 1.094
46 H 9.091 -1.390 -2.391  C39 1.084
47 C -8.650 3.399 0.056  C48 1.510, H52 1.087, H53 1.090, H54 1.090
48 C -8.570 3.602 -1.438  C47 1.510, O49 1.231, N50 1.347
49 O -9.553 3.936 -2.100  C48 1.231
50 N -7.376 3.402 -2.027  C48 1.347, C51 1.466, H55 1.007
51 C -6.108 3.004 -1.410  N50 1.466, H56 1.089, H57 1.088, H58 1.084
52 H -9.668 3.595 0.384  C47 1.087
53 H -8.393 2.371 0.314  C47 1.090
54 H -7.980 4.088 0.570  C47 1.090
55 H -7.392 3.555 -3.023  N50 1.007
56 H -5.360 3.772 -1.604  C51 1.089
57 H -5.771 2.073 -1.860  C51 1.088
58 H -6.207 2.868 -0.339  C51 1.084
59 C -0.694 -1.563 -4.831  C60 1.509, H64 1.087, H65 1.091, H66 1.091
60 C -0.861 -2.980 -4.339  C59 1.509, O61 1.220, N62 1.362
61 O -0.638 -3.289 -3.180  C60 1.220
62 N -1.272 -3.918 -5.236  C60 1.362, C63 1.449, H67 1.007
63 C -1.583 -3.741 -6.641  N62 1.449, H68 1.090, H69 1.091, H70 1.086
64 H -0.364 -0.938 -4.006  C59 1.087
65 H 0.058 -1.522 -5.621  C59 1.091
66 H -1.645 -1.175 -5.201  C59 1.091
67 H -1.362 -4.841 -4.841  N62 1.007
68 H -2.616 -4.042 -6.812  C63 1.090
69 H -0.928 -4.385 -7.230  C63 1.091
70 H -1.451 -2.709 -6.953  C63 1.086
71 C -4.395 -5.090 -9.308  C72 1.509, H76 1.086, H77 1.091, H78 1.091
72 C -3.160 -5.926 -9.080  C71 1.509, O73 1.219, N74 1.361
73 O -2.836 -6.314 -7.971  C72 1.219
74 N -2.401 -6.240 -10.165  C72 1.361, C75 1.451, H79 1.008
75 C -2.618 -5.875 -11.552  N74 1.451, H80 1.092, H81 1.091, H82 1.085
76 H -4.889 -4.924 -8.355  C71 1.086
77 H -4.127 -4.121 -9.733  C71 1.091
78 H -5.088 -5.607 -9.973  C71 1.091
79 H -1.593 -6.799 -9.939  N74 1.008
80 H -2.710 -6.784 -12.150  C75 1.092
81 H -1.757 -5.308 -11.910  C75 1.091
82 H -3.514 -5.276 -11.672  C75 1.085
83 C -1.088 -0.082 7.132  C84 1.510, H88 1.086, H89 1.091, H90 1.091
84 C -2.027 0.775 6.316  C83 1.510, O85 1.221, N86 1.356
85 O -1.947 0.847 5.100  C84 1.221
86 N -2.980 1.476 6.979  C84 1.356, C87 1.456, H91 1.009
87 C -3.242 1.527 8.410  N86 1.456, H92 1.088, H93 1.092, H94 1.086
88 H -0.390 -0.574 6.461  C83 1.086
89 H -0.522 0.535 7.831  C83 1.091
90 H -1.646 -0.845 7.676  C83 1.091
91 H -3.567 2.024 6.368  N86 1.009
92 H -4.262 1.195 8.591  C87 1.088
93 H -3.145 2.563 8.743  C87 1.092
94 H -2.553 0.903 8.970  C87 1.086
95 C -8.055 1.440 9.460  C96 1.508, H100 1.086, H101 1.091, H102 1.091
96 C -6.835 1.716 10.303  C95 1.508, O97 1.221, N98 1.359
97 O -5.729 1.295 9.999  C96 1.221
98 N -6.999 2.458 11.429  C96 1.359, C99 1.451, H103 1.008
99 C -8.219 3.041 11.952  N98 1.451, H104 1.091, H105 1.092, H106 1.085
100 H -7.763 0.841 8.602  C95 1.086
101 H -8.797 0.885 10.035  C95 1.091
102 H -8.487 2.374 9.099  C95 1.091
103 H -6.143 2.602 11.941  N98 1.008
104 H -8.095 4.124 12.022  C99 1.091
105 H -8.403 2.645 12.953  C99 1.092
106 H -9.072 2.821 11.319  C99 1.085
107 C 11.770 3.228 -2.030  C108 1.510, H112 1.086, H113 1.091, H114 1.091
108 C 10.559 2.571 -2.649  C107 1.510, O109 1.220, N110 1.359
109 O 10.053 1.567 -2.177  C108 1.220
110 N 10.035 3.137 -3.768  C108 1.359, C111 1.450, H115 1.009
111 C 10.486 4.319 -4.476  N110 1.450, H116 1.091, H117 1.092, H118 1.085
112 H 12.066 2.662 -1.151  C107 1.086
113 H 12.602 3.234 -2.736  C107 1.091
114 H 11.534 4.248 -1.724  C107 1.091
115 H 9.228 2.645 -4.124  N110 1.009
116 H 9.678 5.052 -4.497  C111 1.091
117 H 10.736 4.046 -5.503  C111 1.092
118 H 11.357 4.762 -4.003  C111 1.085
119 C -1.752 -3.097 2.536  C120 1.510, H124 1.086, H125 1.091, H126 1.091
120 C -2.370 -2.117 1.569  C119 1.510, O121 1.217, N122 1.360
121 O -1.917 -1.001 1.397  C120 1.217
122 N -3.470 -2.515 0.875  C120 1.360, C123 1.448, H127 1.010
123 C -4.158 -3.788 0.932  N122 1.448, H128 1.092, H129 1.092, H130 1.085
124 H -0.891 -2.631 3.006  C119 1.086
125 H -2.468 -3.367 3.314  C119 1.091
126 H -1.419 -3.993 2.010  C119 1.091
127 H -3.825 -1.806 0.250  N122 1.010
128 H -4.152 -4.241 -0.062  C123 1.092
129 H -5.194 -3.620 1.234  C123 1.092
130 H -3.687 -4.467 1.636  C123 1.085
131 C 7.932 -1.786 2.443  C132 1.510, H136 1.086, H137 1.091, H138 1.091
132 C 6.753 -1.315 1.625  C131 1.510, O133 1.221, N134 1.357
133 O 6.666 -1.530 0.426  C132 1.221
134 N 5.770 -0.632 2.266  C132 1.357, C135 1.451, H139 1.009
135 C 5.686 -0.277 3.670  N134 1.451, H140 1.091, H141 1.091, H142 1.085
136 H 8.624 -2.311 1.791  C131 1.086
137 H 8.450 -0.935 2.888  C131 1.091
138 H 7.602 -2.471 3.225  C131 1.091
139 H 5.016 -0.350 1.657  N134 1.009
140 H 4.781 -0.716 4.094  C135 1.091
141 H 5.621 0.808 3.759  C135 1.091
142 H 6.548 -0.631 4.225  C135 1.085

=====

(2)
Molecular formula: C4H10N
Method: DFT, the ωB97M-V functional and the def2-TZVPD basis

Summary:
* multiplicity: 1
* total charge: +1
* electronic energy: -212.7065 Ha

Last columns: bonded neighbours and bond lengths (Å).
Geometry (Å):
1 C -0.194 -2.585 -0.916  C2 1.545, H6 1.084, H7 1.097, H8 1.085
2 C -0.861 -1.669 0.135  C1 1.545, C3 1.502, H9 1.095, H10 1.089
3 C -0.340 -0.262 0.199  C2 1.502, C4 1.285, H11 1.128
4 C -0.754 0.949 0.081  C3 1.285, H12 1.098
5 N 1.538 3.472 0.245  H13 0.999, H14 1.008, H15 1.000
6 H -0.156 -3.593 -0.519  C1 1.084
7 H 0.864 -2.302 -0.981  C1 1.097
8 H -0.569 -2.435 -1.923  C1 1.085
9 H -0.665 -2.179 1.084  C2 1.095
10 H -1.948 -1.633 0.098  C2 1.089
11 H 0.302 0.071 1.065  C3 1.128
12 H -1.109 1.555 0.925  C4 1.098
13 H 1.622 4.349 -0.227  N5 0.999
14 H 0.975 3.563 1.076  N5 1.008
15 H 1.296 2.700 -0.343  N5 1.000

=====

(3)
Molecular formula: C4H8O4
Method: DFT, the ωB97M-V functional and the def2-TZVPD basis

Summary:
* SMILES: CCOCOC(=O)O
* multiplicity: 1
* electronic energy: -458.1601 Ha

Last columns: bonded neighbours and bond lengths (Å).
Geometry (Å):
1 C -1.630 -0.149 1.196  C2 1.513, H9 1.079, H10 1.075, H11 1.073
2 C -1.458 -0.723 -0.194  C1 1.513, O3 1.409, H12 1.077, H13 1.086
3 O -0.268 -1.462 -0.348  C2 1.409, C4 1.374
4 C 0.825 -0.733 -0.747  O3 1.374, O5 1.425, H14 1.084, H15 1.077
5 O 1.380 -0.054 0.376  C4 1.425, C6 1.353
6 C 2.128 1.055 0.174  O5 1.353, O7 1.212, O8 1.346
7 O 3.082 1.318 0.874  C6 1.212
8 O 1.771 1.837 -0.863  C6 1.346, H16 0.960
9 H -0.968 0.694 1.328  C1 1.079
10 H -2.637 0.195 1.346  C1 1.075
11 H -1.355 -0.872 1.940  C1 1.073
12 H -2.267 -1.405 -0.395  C2 1.077
13 H -1.528 0.084 -0.918  C2 1.086
14 H 0.540 -0.049 -1.539  C4 1.084
15 H 1.538 -1.436 -1.144  C4 1.077
16 H 0.847 1.699 -1.085  O8 0.960

=====

(4)
Molecular formula: C26H22N2O2
Method: DFT, the ωB97M-V functional and the def2-TZVPD basis

Summary:
* multiplicity: 1
* electronic energy: -1263.8898 Ha

Last columns: bonded neighbours and bond lengths (Å).
Geometry (Å):
1 C 3.945 -3.493 3.488  C2 1.404, C21 1.402, H22 1.091
2 C 2.723 -3.724 4.140  C1 1.404, C3 1.397, H23 1.091
3 C 1.684 -2.796 4.043  C2 1.397, C4 1.415, H24 1.092
4 C 1.883 -1.552 3.398  C3 1.415, C5 1.460, C20 1.423
5 C 0.804 -0.581 3.249  C4 1.460, C6 1.417, C14 1.460
6 C -0.545 -1.012 3.216  C5 1.417, C7 1.381, H25 1.095
7 C -1.657 -0.192 3.223  C6 1.381, C8 1.441, H26 1.093
8 C -3.025 -0.645 3.243  C7 1.441, C9 1.422, C13 1.421
9 C -4.078 0.309 3.298  C8 1.422, C10 1.390, H27 1.094
10 C -5.403 -0.088 3.435  C9 1.390, C11 1.406, H28 1.090
11 C -5.737 -1.454 3.462  C10 1.406, C12 1.401, H29 1.090
12 C -4.713 -2.407 3.382  C11 1.401, C13 1.391, H30 1.091
13 C -3.382 -2.019 3.273  C8 1.421, C12 1.391, H31 1.090
14 C 1.170 0.831 3.183  C5 1.460, C15 1.406, C19 1.424
15 C 0.430 1.749 2.417  C14 1.406, C16 1.385, H32 1.091
16 C 0.638 3.113 2.545  C15 1.385, C17 1.394, H33 1.085
17 C 1.667 3.613 3.340  C16 1.394, C18 1.403, H34 1.085
18 C 2.472 2.715 4.057  C17 1.403, C19 1.389, H35 1.091
19 C 2.253 1.347 3.950  C14 1.424, C18 1.389, H36 1.096
20 C 3.167 -1.293 2.841  C4 1.423, C21 1.393, H37 1.094
21 C 4.154 -2.276 2.822  C1 1.402, C20 1.393, H38 1.092
22 H 4.717 -4.263 3.486  C1 1.091
23 H 2.567 -4.642 4.708  C2 1.091
24 H 0.707 -3.014 4.480  C3 1.092
25 H -0.718 -2.093 3.225  C6 1.095
26 H -1.528 0.891 3.290  C7 1.093
27 H -3.823 1.372 3.259  C9 1.094
28 H -6.190 0.659 3.538  C10 1.090
29 H -6.778 -1.763 3.564  C11 1.090
30 H -4.971 -3.466 3.423  C12 1.091
31 H -2.590 -2.768 3.227  C13 1.090
32 H -0.334 1.372 1.735  C15 1.091
33 H -0.014 3.794 2.010  C16 1.085
34 H 1.825 4.685 3.397  C17 1.085
35 H 3.270 3.089 4.699  C18 1.091
36 H 2.906 0.649 4.485  C19 1.096
37 H 3.378 -0.317 2.394  C20 1.094
38 H 5.096 -2.083 2.304  C21 1.092
39 C -1.643 4.494 -1.886  N40 1.438, H48 1.085, H49 1.093, H50 1.093
40 N -1.762 3.085 -1.619  C39 1.438, C41 1.414, C47 1.349
41 C -1.336 2.723 -0.320  N40 1.414, O42 1.249, N43 1.341
42 O -0.925 3.695 0.347  C41 1.249
43 N -1.427 1.438 0.053  C41 1.341, C44 1.367
44 C -2.001 0.501 -0.761  N43 1.367, O45 1.243, C46 1.466
45 O -2.267 -0.645 -0.362  C44 1.243
46 C -2.293 0.894 -2.143  C44 1.466, C47 1.348, H51 1.079
47 C -2.196 2.183 -2.523  N40 1.349, C46 1.348, H52 1.096
48 H -1.898 4.694 -2.921  C39 1.085
49 H -2.308 5.040 -1.213  C39 1.093
50 H -0.625 4.822 -1.659  C39 1.093
51 H -2.639 0.129 -2.822  C46 1.079
52 H -2.437 2.586 -3.514  C47 1.096

=====

(5)
Molecular formula: C7H10N2O
Method: DFT, the ωB97M-V functional and the def2-TZVPD basis

Summary:
* SMILES: [H]/N=C(/O)C[C@]1(CC#C)CN1
* multiplicity: 1
* electronic energy: -457.3776 Ha

Last columns: bonded neighbours and bond lengths (Å).
Geometry (Å):
1 C -3.327 1.366 -0.191  C2 1.211, H10 1.076
2 C -2.675 0.411 0.167  C1 1.211, C3 1.467
3 C -1.873 -0.741 0.591  C2 1.467, C4 1.525, H11 1.101, H12 1.100
4 C -0.414 -0.649 0.153  C3 1.525, C5 1.525, C8 1.482, N9 1.455
5 C 0.342 0.489 0.830  C4 1.525, C6 1.500, H13 1.099, H14 1.099
6 C 1.721 0.734 0.292  C5 1.500, N7 1.282, O18 1.331
7 N 2.825 0.153 0.588  C6 1.282, H19 1.017
8 C 0.258 -1.914 -0.229  C4 1.482, N9 1.464, H15 1.092, H16 1.092
9 N -0.097 -0.918 -1.242  C4 1.455, C8 1.464, H17 1.017
10 H -3.831 2.252 -0.536  C1 1.076
11 H -1.916 -0.830 1.687  C3 1.101
12 H -2.323 -1.658 0.183  C3 1.100
13 H -0.236 1.416 0.712  C5 1.099
14 H 0.417 0.264 1.904  C5 1.099
15 H 1.329 -2.040 -0.056  C8 1.092
16 H -0.327 -2.834 -0.178  C8 1.092
17 H -0.921 -1.196 -1.769  N9 1.017
18 O 1.801 1.585 -0.729  C6 1.331, H20 1.037
19 H 2.690 -0.539 1.321  N7 1.017
20 H 2.822 1.769 -0.747  O18 1.037